Record 1
ORCA calculation (ωB97M-V/def2-TZVPD) on a gas-phase ion, C6H9BrFN2O (charge +1).

Atoms and positions in Å:
N  -0.48934  -1.81847  0.96685
F  -0.00501  1.63857  1.56659
C  0.49201  1.66799  0.34147
H  0.89378  -1.99884  -1.87219
H  -1.33990  -0.63836  2.31142
H  2.48688  1.43489  -0.52025
C  -0.05543  -2.29333  -0.20762
C  -1.60573  0.19018  0.16005
H  -0.30285  -3.32115  -0.34306
C  -0.43482  0.80751  -0.46224
O  -0.25346  0.69035  -1.74099
Br  -2.85155  -0.53953  -1.07830
H  1.86540  0.10248  0.40103
H  -0.90876  0.04649  -2.00810
N  0.70172  -1.61123  -0.94269
C  -1.01381  -0.77116  1.26233
H  2.42066  1.53548  1.22895
H  -2.02523  1.00822  0.71296
H  0.55965  2.73565  -0.12989
C  1.86579  1.13428  0.35369

Results
lowest unoccupied orbital energy = -0.1970 Ha
orbital gap = 8.597 eV
relative energy (zero: lowest compared OMol25 entry of this formula, charge and spin) = 136.5 kJ/mol
net charge = +1

Record 2
ORCA calculation (ωB97M-V/def2-TZVPD) on 2 unconnected molecules or ions with the total composition C7H11ClO.

Atoms and positions in Å:
H  1.52443  0.01647  -2.11542
Cl  -0.39434  -1.90744  -3.12346
H  1.33702  -0.21511  -0.30116
C  -1.19679  -0.20948  -1.14092
H  -1.28619  0.10342  -0.00957
C  -0.95625  0.94617  -1.99774
H  -0.58900  -0.46010  2.04006
C  -0.10875  -1.28456  -1.45181
C  -1.02895  1.73220  -2.89588
C  1.32375  -0.68340  -1.36319
H  0.97304  1.58414  3.46365
H  0.32715  -0.74481  3.54785
H  1.92951  -1.53845  -1.11811
H  -0.36267  -2.01284  -0.67043
O  -2.57290  -0.62472  -1.26011
H  -2.52965  -1.47774  -1.76188
H  -0.16175  1.81327  1.95998
C  0.22563  1.24674  2.74067
C  0.00675  -0.05007  2.76491
H  -1.11891  2.63471  -3.41160

Results
lowest unoccupied orbital energy = 0.0292 Ha
orbital gap = 11.047 eV
structure (SMILES) = C#C[C@@H](O)[C@H](C)Cl.C=C
relative energy (zero: lowest compared OMol25 entry of this formula, charge and spin) = 234.3 kJ/mol

| no. | HOMO (eV) |
| --- | --- |
| 1 | -13.957 |
| 2 | -10.253 |